(1)
Formula: C4H9NO2S
Source: the Open Molecules 2025 dataset
Level of theory: ωB97M-V/def2-TZVPD

Highest occupied orbital energy (alpha / beta) ... -4.7 / -11.4 eV
Energy ... -761.0209 Eh
Gap between HOMO and LUMO (alpha / beta) ... 5.51 / 8.57 eV

Structure (ORCA input):
```
! RIJCOSX wB97M-V def2-TZVPD def2/J DEFGRID3
* xyz 0 3
C -1.053 -0.926 0.242
C 1.857 -0.739 -1.285
C -2.820 0.675 0.859
C -1.643 0.349 -0.062
N -0.574 -1.934 0.495
O 1.349 1.236 0.362
O 3.598 0.032 0.361
S 1.921 -0.103 0.434
H 1.882 -1.822 -1.239
H 0.938 -0.406 -1.754
H 2.718 -0.359 -1.820
H -3.610 -0.067 0.759
H -3.224 1.650 0.598
H -2.497 0.701 1.897
H -0.853 1.100 0.054
H -1.970 0.342 -1.106
H 3.980 0.272 1.205
*
```

---

(2)
Formula: C4H9NO2S2
Source: the Open Molecules 2025 dataset
Level of theory: ωB97M-V/def2-TZVPD

Highest occupied orbital energy ... -7.1 eV
Energy ... -1159.3202 Eh
Gap between HOMO and LUMO ... 7.48 eV

Structure (ORCA input):
```
! RIJCOSX wB97M-V def2-TZVPD def2/J DEFGRID3
* xyz 0 1
C 2.639 0.580 0.084
C -0.073 -1.779 0.432
C -0.751 0.678 0.699
C 0.199 -0.320 0.129
N -0.075 -0.188 -1.420
O 2.567 1.032 1.087
O 2.631 0.128 -0.978
S -0.381 2.243 0.001
S -2.674 0.466 0.187
H 0.722 -2.442 0.259
H -1.004 -2.161 -0.110
H -0.193 -2.013 1.533
H -0.861 0.833 1.832
H 0.344 0.679 -1.849
H -1.167 -0.134 -1.442
H 0.256 -0.964 -2.008
H 1.019 2.462 0.241
H -3.198 0.901 1.325
*
```